ORCA calculation (ωB97M-V/def2-TZVPD) on a structure of composition C34H51CaO26 at a distorted geometry.

* multiplicity: 2
* HOMO-LUMO gap (spin up / spin down): 4.8 / 9.9 eV
* electronic energy: -107758.8682 eV
* HOMO energy (spin up / spin down): -5.01 / -10.20 eV

Cartesian coordinates (Å):
Ca -2.701 -3.134 -0.583
C 0.342 -0.213 -0.088
C -0.793 -1.256 -0.136
O -0.652 -2.395 0.337
O -1.885 -0.895 -0.641
H 1.250 -0.684 -0.466
H 0.426 0.208 0.914
H 0.079 0.612 -0.750
C 3.737 1.689 -1.438
C 4.029 2.103 -0.062
C 2.965 2.980 0.588
O 2.737 2.265 1.761
C 3.332 1.072 1.771
O 3.210 0.286 2.686
O 4.188 1.019 0.755
H 2.729 1.308 -1.603
H 4.383 0.891 -1.804
H 3.804 2.602 -2.031
H 5.023 2.549 -0.085
H 2.100 2.981 -0.075
H 3.312 4.008 0.690
C -0.190 -1.039 -6.674
C 0.304 -0.232 -5.472
C 0.049 -0.911 -4.100
O 1.242 -0.775 -3.434
C 2.233 -0.525 -4.230
O 3.466 -0.537 -3.889
O 1.741 -0.323 -5.485
H 0.277 -0.575 -7.543
H -1.246 -0.887 -6.897
H 0.140 -2.077 -6.652
H -0.076 0.789 -5.496
H -0.334 -1.916 -4.282
H -0.722 -0.387 -3.535
C -1.325 4.902 -4.878
C -0.957 4.514 -3.459
C -0.589 3.023 -3.273
O 0.657 3.185 -2.697
C 1.043 4.458 -2.666
O 2.196 4.859 -2.280
O 0.145 5.240 -3.128
H -0.562 4.901 -5.657
H -1.735 5.912 -4.885
H -2.089 4.188 -5.189
H -1.793 4.641 -2.771
H -0.331 2.530 -4.211
H -1.249 2.374 -2.698
C -0.809 3.505 0.869
C -1.981 2.604 0.566
C -2.295 1.689 1.668
O -3.656 1.860 1.873
C -4.116 2.749 1.015
O -5.304 3.056 0.960
O -3.147 3.427 0.401
H -0.710 4.295 0.124
H 0.131 2.954 0.916
H -0.936 4.065 1.796
H -1.687 2.019 -0.306
H -1.658 1.856 2.537
H -2.020 0.667 1.410
C 0.450 0.853 4.280
C 0.923 -0.042 5.368
C 1.149 0.723 6.688
O 0.379 0.055 7.606
C -0.297 -0.962 7.107
O -1.197 -1.593 7.669
O 0.003 -1.069 5.771
H -0.473 1.370 4.542
H 0.223 0.380 3.324
H 1.094 1.716 4.112
H 1.922 -0.394 5.111
H 0.751 1.735 6.768
H 2.176 0.697 7.054
C -8.962 -1.342 0.770
C -7.793 -0.766 -0.034
C -7.164 0.464 0.678
O -5.908 -0.023 1.098
C -5.623 -1.125 0.529
O -4.483 -1.601 0.400
O -6.682 -1.652 0.024
H -8.719 -1.421 1.829
H -9.223 -2.351 0.450
H -9.832 -0.699 0.635
H -8.049 -0.432 -1.039
H -7.651 0.821 1.585
H -7.171 1.293 -0.029
C 1.998 -2.708 2.763
C 1.117 -3.911 2.513
C 1.564 -4.896 1.537
O 1.300 -6.103 2.216
C 1.042 -5.923 3.472
O 0.824 -6.801 4.333
O 1.071 -4.644 3.722
H 1.599 -2.078 3.557
H 2.061 -2.119 1.848
H 3.044 -2.924 2.980
H 0.132 -3.489 2.315
H 2.636 -4.796 1.367
H 1.007 -4.789 0.606
C 5.304 -2.136 0.053
C 4.630 -3.314 -0.645
C 3.192 -2.989 -1.024
O 3.085 -3.311 -2.429
C 4.299 -3.551 -2.930
O 4.591 -3.709 -4.111
O 5.190 -3.416 -1.966
H 5.444 -1.223 -0.525
H 6.287 -2.370 0.462
H 4.704 -1.766 0.884
H 4.769 -4.245 -0.096
H 2.987 -1.923 -0.925
H 2.555 -3.577 -0.364